Entry 1:
The following is a DFT calculation (ωB97M-V/def2-TZVPD) of 11 unconnected molecules or ions with the total composition C51H54O27 in a non-equilibrium geometry.

```
132
Properties=species:S:1:pos:R:3
O 2.10 -2.20 3.39
O -5.91 1.57 3.86
O 0.47 -3.46 -6.03
O 7.45 -1.50 -3.48
O 2.42 1.91 -5.18
O -5.42 1.95 -1.88
O 1.47 -1.57 -2.37
O 3.02 -4.23 3.20
O 3.34 2.90 0.83
O 0.15 -3.38 8.39
O 1.04 2.89 -3.74
O 5.48 -4.69 -1.14
O 1.56 -1.45 -6.25
O -0.51 5.72 3.98
O 6.52 -0.74 -1.64
O 5.22 -1.56 -3.33
O -6.15 -3.06 -0.86
O 1.26 3.61 -5.85
O -0.44 -1.58 -5.26
O 1.42 5.59 -0.87
O -0.60 0.86 5.36
O -3.38 -1.81 3.57
O -1.15 2.68 1.92
O -6.57 0.69 -0.59
O -7.61 1.81 -2.26
O -0.82 -0.44 0.28
O 0.78 -4.03 3.30
C 2.02 1.22 1.70
C 5.39 -0.41 -0.84
C -2.31 2.55 2.31
C 1.58 2.12 -0.56
C -0.04 -2.31 7.84
C -3.25 1.85 1.46
C -0.49 0.09 6.26
C -0.53 -0.16 -5.30
C 2.89 -5.66 3.39
C 0.53 -2.25 -5.86
C -4.13 -2.24 0.18
C 1.95 5.61 1.41
C 2.99 1.02 -4.16
C 0.33 4.65 -5.56
C 1.43 5.68 2.68
C 2.80 -2.48 -0.64
C -2.76 3.08 3.64
C 1.04 5.65 0.30
C -0.37 6.01 0.48
C 2.24 -2.45 -1.98
C -6.21 -2.78 1.54
C -6.65 1.52 -1.63
C -0.85 6.26 1.72
C -4.83 1.83 3.39
C 2.62 -2.19 -6.92
C 0.51 1.30 -0.66
C -5.58 -2.73 0.17
C 0.88 -0.22 6.93
C -0.36 -3.21 3.60
C 3.52 -4.39 -2.62
C 6.30 -1.32 -2.86
C 2.48 -3.62 -2.83
C -1.38 -1.80 7.50
C -3.95 2.70 4.16
C 3.83 -3.24 -0.38
C -5.46 -2.54 2.63
C 0.15 0.30 0.37
C -7.82 -0.02 -0.32
C 1.08 -1.29 7.69
C 7.35 -2.10 -4.76
C 1.54 2.78 -4.86
C -5.32 3.21 -2.68
C -4.36 1.42 1.99
C -3.40 -2.02 1.25
C 4.42 -4.16 -1.43
C -0.06 5.96 2.89
C -4.04 -2.09 2.61
C 2.39 2.19 0.66
C 1.03 0.35 1.59
C 1.97 -3.39 3.35
C -1.59 -0.71 6.77
H -4.30 3.01 5.08
H 2.36 -1.81 0.11
H -0.33 -2.76 4.61
H 1.95 -1.65 8.22
H 5.26 -1.05 0.04
H 3.71 -5.23 -3.31
H 8.21 -1.79 -5.28
H -1.89 6.52 1.78
H 6.42 -1.72 -5.29
H -1.58 0.08 -5.21
H -2.59 -0.44 6.40
H 3.54 -1.68 -6.62
H -7.19 -3.22 1.64
H 3.82 -6.09 3.11
H 0.03 0.31 -4.49
H -2.24 -2.43 7.77
H 0.85 5.60 -5.55
H -0.17 0.19 -6.25
H -1.03 5.91 -0.38
H 4.47 -0.39 -1.41
H 7.21 -3.18 -4.62
H -8.15 -0.72 -1.09
H 2.60 -5.81 4.45
H 1.80 -3.79 -3.66
H -5.99 3.94 -2.24
H 2.62 -3.20 -6.55
H 1.90 2.83 -1.36
H -5.61 2.94 -3.66
H 3.26 1.71 -3.28
H 0.00 1.15 -1.57
H -3.11 1.69 0.40
H -2.03 3.62 4.17
H 4.43 -3.24 0.50
H -7.62 -0.56 0.59
H -2.34 -1.76 1.14
H -0.54 -2.43 2.85
H -4.22 3.45 -2.68
H -8.61 0.66 -0.11
H -5.90 -2.67 3.55
H 0.84 -0.29 2.47
H 3.84 0.56 -4.69
H 5.60 0.55 -0.46
H 2.11 -5.94 2.76
H -1.17 -3.81 3.44
H 1.64 0.58 6.79
H 3.04 5.59 1.16
H 2.71 1.12 2.57
H -0.24 4.45 -4.65
H 2.39 0.24 -3.77
H 2.09 5.59 3.57
H -0.29 4.58 -6.43
H -5.14 1.01 1.33
H 2.65 -2.13 -8.05
H -3.76 -2.12 -0.83
```

Computed properties:
Frontier orbital gap (eV): 8.4
SMILES string: O=C1C=CC(=O)C=C1.O=C1C=CC(=O)C=C1.O=C1C=CC(=O)C=C1.O=C1C=CC(=O)C=C1.O=C1C=CC(=O)C=C1.O=C1C=CC(=O)C=C1.COC(=O)OC.COC(=O)OC.COC(=O)OC.COC(=O)OC.COC(=O)OC
F_max (eV/A): 3.579
E (Ha): -4006.98851

=====

Entry 2:
The following is a DFT calculation (ωB97M-V/def2-TZVPD) of 11 unconnected molecules or ions with the total composition C51H55N11 in a non-equilibrium geometry.

```
117
Properties=species:S:1:pos:R:3
N 0.26 7.79 -5.04
N 7.21 6.13 4.77
N -0.26 0.41 -1.09
N -6.07 -0.96 5.53
N 10.61 -1.89 1.85
N 6.52 6.34 -4.54
N 2.37 1.34 9.78
N 6.06 -4.19 -6.09
N -6.90 2.61 -3.33
N -3.35 -9.44 4.51
N -8.13 -5.35 -1.99
C 9.71 -1.98 0.87
C 7.01 7.30 -5.35
C 5.05 7.17 4.45
C 0.76 -0.45 10.21
C 5.40 4.99 3.52
C -7.62 3.14 -4.38
C 6.99 7.12 -6.72
C 5.16 -4.91 -6.85
C 8.49 -2.11 1.54
C -4.66 -10.49 2.92
C -0.07 6.56 -5.67
C -0.74 8.00 -4.15
C 5.57 -3.12 -5.35
C -7.87 4.42 -1.96
C -7.08 3.30 -2.14
C -7.07 -3.06 6.03
C -8.59 4.91 -3.04
C 6.38 7.18 4.94
C -0.93 -0.72 -1.00
C 6.09 4.91 -6.40
C 6.70 5.05 4.14
C 4.18 -2.87 -5.21
C -3.66 -9.79 2.28
C -6.88 -1.71 6.36
C -7.84 -4.30 -2.81
C -8.44 4.25 -4.28
C 4.58 6.08 3.72
C 3.30 -3.68 -5.86
C -1.61 6.91 -4.16
C -8.55 -6.67 -4.02
C -4.54 -10.14 4.28
C 1.88 1.42 8.54
C 1.84 0.42 10.62
C -1.21 6.03 -5.16
C -8.19 -5.63 -4.84
C -5.78 -2.89 4.09
C 0.66 0.52 -0.14
C 0.74 -0.66 0.53
C -6.53 -3.68 4.94
C 10.06 -2.04 3.11
C 6.09 5.20 -5.06
C 3.82 -4.66 -6.77
C 6.63 5.85 -7.23
C -7.81 -4.39 -4.22
C -8.42 -6.52 -2.60
C -0.31 -1.43 0.01
C 0.38 -0.42 8.90
C 0.89 0.52 8.07
C 8.67 -2.10 2.95
C -2.81 -9.23 3.21
C -5.50 -1.52 4.46
H -8.88 -7.65 -4.33
H 11.57 -1.69 1.64
H -0.64 -2.41 0.32
H 5.54 -5.67 -7.52
H -1.70 -0.99 -1.71
H 1.28 1.40 -0.05
H -0.52 1.12 -1.76
H -7.72 -3.57 6.72
H -5.12 -0.80 3.74
H 10.68 -2.02 3.99
H 0.95 8.44 -5.38
H -6.73 -4.72 4.71
H 7.91 -2.05 3.71
H -7.95 4.95 -1.01
H -0.41 -1.08 8.60
H -8.14 -5.58 -5.92
H 3.04 -5.17 -7.31
H 2.27 0.26 11.60
H 2.34 2.10 7.84
H -5.16 -10.37 5.14
H -3.62 -9.80 1.21
H -9.06 4.58 -5.10
H 0.59 0.53 7.04
H -1.86 -8.76 3.04
H 6.78 8.06 5.42
H 5.66 4.55 -4.31
H 5.65 3.97 -6.69
H -2.52 6.93 -3.57
H -9.21 5.79 -3.02
H -5.47 -3.27 3.13
H 7.58 -2.32 1.00
H -7.40 -3.49 -2.25
H -7.59 -3.53 -4.83
H 6.27 -2.45 -4.88
H -6.53 2.88 -1.31
H 2.27 -3.43 -5.67
H 6.62 5.71 -8.30
H -1.79 5.16 -5.39
H -7.29 -1.18 7.21
H 9.98 -2.02 -0.18
H 5.14 4.05 3.04
H 0.48 6.30 -6.57
H -7.54 2.66 -5.34
H 4.40 8.02 4.63
H 3.80 -1.97 -4.75
H -2.98 -9.07 5.37
H 1.43 -0.83 1.34
H 7.34 8.22 -4.89
H 3.58 6.06 3.30
H -0.77 8.93 -3.59
H 7.27 4.14 4.13
H -5.42 -11.14 2.52
H 7.36 7.83 -7.44
H 0.48 -1.19 10.95
H -8.85 -7.29 -1.97
```

Computed properties:
Frontier orbital gap (eV): 8.5
SMILES string: c1cc[nH]c1.c1cc[nH]c1.c1cc[nH]c1.c1cc[nH]c1.c1ccncc1.c1ccncc1.c1ccncc1.c1ccncc1.c1ccncc1.c1ccncc1.c1ccncc1
F_max (eV/A): 3.836
E (Ha): -2578.46192
Relative energy (zero: lowest compared OMol25 entry of this formula, charge and spin) (kJ/mol): 360.49

=====

Entry 3:
The following is a DFT calculation (ωB97M-V/def2-TZVPD) of a molecular structure, C51H55N4O8S2Sc in a non-equilibrium geometry.

```
121
Properties=species:S:1:pos:R:3
Sc 0.36 -0.46 -0.86
S -2.43 -5.82 1.68
S 6.84 -5.06 3.29
O 7.98 -4.41 2.64
O 2.10 0.20 -0.06
O 0.18 -2.54 -1.52
O 6.69 -6.48 2.95
O 6.78 -4.83 4.73
O -2.29 -1.50 -1.67
O 2.22 -0.36 -1.48
O 0.06 -0.32 -3.06
N -1.00 1.41 -1.06
N -0.98 -3.56 1.38
N 2.00 -2.76 0.64
N -0.62 0.13 1.35
C -1.25 3.39 -4.76
C -2.42 4.39 -0.40
C -4.00 0.22 -3.67
C -3.06 4.26 3.79
C 1.38 -4.50 -4.96
C -0.35 -0.36 2.66
C -1.45 1.98 0.05
C 1.28 -3.15 -4.98
C 4.36 -2.54 1.26
C -2.38 -1.92 2.60
C -2.28 1.99 -3.10
C 0.95 -5.19 -3.84
C -3.30 5.52 1.58
C -3.01 5.51 0.24
C 0.84 -2.43 -3.84
C -0.06 2.94 -2.72
C 1.42 4.62 -1.53
C 1.72 1.16 2.71
C -1.85 2.14 2.38
C 3.03 -4.40 2.04
C 0.50 -3.13 -2.65
C -2.33 2.61 -4.33
C 1.19 3.16 -1.87
C -2.03 -2.59 1.26
C 3.15 0.65 2.71
C 2.41 2.57 -2.59
C -1.12 2.14 -2.31
C -3.50 1.24 -2.62
C -4.64 2.19 -2.28
C 1.02 -0.28 4.62
C 0.24 -1.24 5.22
C 5.39 -4.29 2.55
C -2.35 3.31 1.72
C 0.78 -0.24 -5.26
C -1.27 1.30 1.31
C -1.17 -4.82 1.57
C -2.05 2.05 3.71
C 4.18 -4.92 2.65
C 3.15 -3.23 1.31
C 0.58 -0.98 -3.96
C 0.52 -4.53 -2.72
C -2.93 4.40 2.38
C -0.82 -1.79 4.51
C -2.63 3.12 4.42
C 1.66 2.52 3.41
C -3.55 -0.94 2.45
C 0.78 0.15 3.32
C -2.11 3.28 0.33
C -1.16 -1.32 3.26
C 5.47 -3.04 1.88
C -0.14 3.57 -3.95
H 3.26 -0.31 2.21
H 2.48 2.95 -3.64
H -3.80 6.39 2.02
H 1.79 -5.00 -5.84
H 1.83 0.12 5.17
H 0.96 -6.27 -3.81
H 2.06 2.42 4.44
H -3.88 -0.55 3.41
H -4.37 2.85 -1.46
H -2.73 -2.73 3.23
H 4.12 -5.90 3.14
H 0.32 -0.72 -6.12
H -1.75 1.16 4.25
H 0.43 -1.60 6.21
H -3.24 2.50 -4.93
H 2.24 -1.84 0.25
H 1.44 1.30 1.65
H 1.50 -2.63 -5.88
H -1.56 -2.14 -1.56
H 2.06 -4.91 2.07
H -1.41 -2.59 4.92
H -2.95 -3.11 0.91
H 2.35 1.48 -2.64
H 0.33 0.76 -5.14
H 0.19 -5.08 -1.84
H -2.27 4.46 -1.48
H -3.28 6.38 -0.34
H -3.23 0.72 -1.71
H 4.42 -1.63 0.67
H -1.23 3.90 -5.71
H -3.18 -0.30 -4.17
H -1.73 -1.84 0.54
H 3.51 0.53 3.74
H 1.06 2.63 -0.92
H 6.44 -2.55 1.81
H -4.61 0.72 -4.45
H -2.75 3.09 5.48
H 1.59 5.21 -2.45
H 1.84 -0.16 -5.44
H 2.34 4.69 -0.92
H 1.75 -3.37 -0.13
H -4.40 -1.50 1.99
H 0.58 5.05 -0.95
H 0.72 4.11 -4.35
H 0.00 -3.23 1.39
H 3.33 2.85 -2.05
H -2.03 -0.94 -2.41
H -4.61 -0.55 -3.22
H -4.92 2.77 -3.16
H 2.29 3.25 2.91
H 3.77 1.39 2.17
H -3.52 5.08 4.35
H -5.55 1.66 -1.95
H -3.30 -0.13 1.76
H 0.66 2.96 3.49
```

Computed properties:
Net charge: -2
Frontier orbital gap (spin up / spin down) (eV): 6.5 / 5.7
F_max (eV/A): 1.990
E (Ha): -4354.66760
Relative energy (zero: lowest compared OMol25 entry of this formula, charge and spin) (kJ/mol): 121.32